ORCA calculation (wB97M-V/def2-TZVPD) on a cluster of 2 separate species, CH5NO in total.

Computed properties:
Total charge: 0
Gap between HOMO and LUMO, eV: 10.671
DFT total energy, Eh: -171.0589

Geometry (Å):
C: 0.663 -1.647 -1.218
H: -0.394 -1.389 -1.431
H: 1.060 -2.546 -1.709
H: 0.173 1.381 1.602
H: -1.291 2.178 1.718
H: -0.996 1.144 0.461
N: -0.564 1.858 1.056
O: 1.350 -0.980 -0.480